Entry 1:
ORCA calculation (ωB97M-V/def2-TZVPD) on a 5-piece molecular cluster, C34H73N4O3 overall.

The geometry in ORCA input format:
```
! RIJCOSX wB97M-V def2-TZVPD def2/J DEFGRID3
* xyz 2 2
O 11.657 -23.350 2.014
H 12.268 -24.106 2.107
C 12.862 -20.098 0.797
C 12.785 -19.635 2.299
C 13.417 -18.171 2.303
C 12.984 -17.324 3.549
C 11.427 -17.248 3.556
C 10.780 -18.723 3.757
N 11.340 -19.685 2.734
O 10.443 -20.509 2.127
C 9.137 -18.434 3.554
C 11.132 -19.233 5.235
C 13.600 -20.696 3.091
H 12.046 -19.738 0.170
H 12.620 -21.160 0.834
H 13.766 -19.842 0.244
H 13.239 -17.615 1.382
H 14.503 -18.264 2.280
H 13.282 -16.293 3.364
H 13.298 -17.630 4.547
H 11.013 -16.870 2.621
H 11.035 -16.654 4.382
H 8.796 -18.500 2.521
H 8.688 -17.540 3.987
H 8.538 -19.252 3.955
H 12.199 -19.243 5.459
H 10.771 -20.229 5.490
H 10.767 -18.511 5.966
H 14.578 -20.763 2.614
H 13.083 -21.628 3.320
H 13.906 -20.376 4.087
C 8.888 -22.743 3.915
C 9.310 -23.945 4.692
C 8.763 -25.210 3.980
C 9.308 -26.501 4.608
C 10.883 -26.476 4.457
C 11.527 -25.301 5.212
N 10.859 -24.001 4.787
O 11.471 -22.746 5.084
C 13.002 -25.222 4.672
C 11.380 -25.498 6.804
C 8.655 -23.988 6.098
H 9.380 -22.759 2.943
H 9.225 -21.853 4.446
H 7.802 -22.650 3.894
H 9.119 -25.150 2.952
H 7.675 -25.193 3.919
H 8.858 -27.347 4.089
H 9.090 -26.748 5.647
H 11.190 -26.466 3.411
H 11.217 -27.409 4.911
H 13.162 -25.008 3.616
H 13.419 -26.228 4.730
H 13.560 -24.470 5.230
H 11.287 -24.580 7.383
H 12.202 -25.964 7.349
H 10.574 -26.203 7.006
H 8.842 -24.896 6.672
H 7.574 -23.919 5.977
H 8.921 -23.104 6.676
C 17.321 -27.653 3.335
C 16.323 -27.391 2.274
C 16.854 -26.411 1.257
N 15.820 -25.857 0.237
C 15.251 -27.026 -0.677
C 16.410 -24.720 -0.709
C 15.153 -24.042 -1.296
C 14.312 -23.915 -0.041
C 14.712 -25.077 0.919
H 18.118 -28.193 2.824
H 16.841 -28.056 4.227
H 17.821 -26.799 3.791
H 15.476 -27.051 2.869
H 15.999 -28.308 1.781
H 17.681 -26.878 0.723
H 17.216 -25.497 1.728
H 14.760 -27.756 -0.033
H 16.096 -27.476 -1.198
H 14.446 -26.763 -1.364
H 17.008 -25.024 -1.568
H 16.978 -23.976 -0.151
H 14.649 -24.518 -2.137
H 15.324 -23.091 -1.801
H 13.266 -24.032 -0.325
H 14.442 -22.887 0.298
H 13.926 -25.767 1.227
H 15.084 -24.550 1.797
C 5.558 -22.059 2.091
C 6.091 -22.376 0.654
C 7.609 -22.594 0.585
N 8.114 -23.147 -0.820
C 7.444 -24.483 -1.128
C 7.998 -22.209 -2.016
C 9.129 -21.143 -1.860
C 10.255 -21.980 -1.373
C 9.659 -23.198 -0.735
H 5.858 -22.877 2.746
H 4.477 -21.938 2.027
H 5.968 -21.136 2.501
H 5.919 -21.477 0.063
H 5.518 -23.181 0.195
H 7.877 -23.315 1.357
H 8.183 -21.695 0.812
H 6.392 -24.302 -1.350
H 7.553 -25.033 -0.193
H 8.054 -24.671 -2.011
H 8.137 -22.853 -2.884
H 7.009 -21.751 -2.023
H 9.404 -20.806 -2.860
H 8.881 -20.215 -1.347
H 10.936 -22.231 -2.187
H 10.801 -21.468 -0.581
H 9.979 -24.126 -1.209
H 9.892 -23.421 0.306
*
```

Values from the calculation:
Gap between HOMO and LUMO (alpha / beta)   5.3 / 8.8 eV
Electronic energy   -1783.14458 a.u.
HOMO (alpha / beta)   -11.8 / -13.3 eV
Lowest unoccupied orbital energy (alpha / beta)   -0.2394 / -0.1639 hartree

---

Entry 2:
ORCA calculation (ωB97M-V/def2-TZVPD) on a 11-piece molecular cluster, C34H76BN12O12 overall.

The geometry in ORCA input format:
```
! RIJCOSX wB97M-V def2-TZVPD def2/J DEFGRID3
* xyz 1 1
O 2.368 -0.745 1.244
B 2.808 -1.165 0.044
O 3.077 -0.261 -0.932
C 2.978 -2.748 -0.155
C 2.152 -3.505 -0.964
C 2.345 -4.893 -1.042
N 3.302 -5.525 -0.400
N 4.063 -4.769 0.364
C 3.971 -3.456 0.522
H 2.078 -1.516 1.756
H 3.348 -0.656 -1.766
H 1.339 -3.051 -1.515
H 1.696 -5.508 -1.653
H 4.787 -5.271 0.867
H 4.664 -2.983 1.207
C 5.571 3.686 2.992
C 5.620 2.234 3.393
O 6.607 1.722 3.897
N 4.502 1.490 3.165
C 3.245 1.900 2.566
H 6.527 4.139 3.235
H 5.391 3.785 1.920
H 4.785 4.209 3.540
H 4.592 0.532 3.462
H 2.435 1.725 3.277
H 3.053 1.300 1.686
H 3.272 2.949 2.288
C -0.605 -4.265 3.581
C -0.124 -2.969 2.985
O 1.059 -2.611 3.042
N -1.020 -2.182 2.366
C -2.430 -2.439 2.154
H 0.239 -4.773 4.041
H -1.355 -4.083 4.350
H -1.027 -4.904 2.804
H -0.647 -1.308 2.005
H -2.613 -2.427 1.081
H -3.017 -1.647 2.621
H -2.729 -3.397 2.563
C 6.018 3.373 -2.488
C 6.481 3.855 -1.135
O 5.692 4.128 -0.238
N 7.815 3.993 -0.943
C 8.890 3.733 -1.886
H 4.933 3.326 -2.477
H 6.337 4.064 -3.271
H 6.414 2.379 -2.703
H 8.060 4.320 -0.021
H 9.558 2.968 -1.487
H 9.466 4.641 -2.060
H 8.491 3.393 -2.835
C 0.328 2.034 1.081
C -1.085 1.494 1.099
O -1.304 0.295 1.297
N -2.096 2.356 0.894
C -2.030 3.789 0.646
H 0.993 1.200 1.273
H 0.578 2.474 0.116
H 0.457 2.777 1.868
H -3.009 1.927 0.920
H -2.576 4.318 1.429
H -2.495 4.003 -0.313
H -1.002 4.134 0.639
C -2.877 -2.638 -1.790
C -3.141 -4.104 -1.534
O -2.332 -4.792 -0.918
N -4.290 -4.623 -2.009
C -5.338 -3.939 -2.749
H -1.918 -2.390 -1.343
H -2.832 -2.434 -2.860
H -3.649 -2.018 -1.332
H -4.404 -5.605 -1.813
H -6.280 -4.012 -2.200
H -5.460 -4.405 -3.723
H -5.091 -2.896 -2.896
C -0.368 -8.156 7.523
C -0.680 -7.389 6.260
O -1.611 -6.606 6.188
N 0.123 -7.601 5.180
C 1.266 -8.483 5.065
H -1.094 -7.875 8.278
H -0.435 -9.231 7.352
H 0.631 -7.915 7.887
H -0.148 -7.060 4.375
H 2.162 -7.912 4.810
H 1.100 -9.221 4.278
H 1.442 -9.005 5.999
C 5.596 8.270 -4.167
C 6.480 7.310 -3.407
O 7.374 6.679 -3.954
N 6.250 7.158 -2.079
C 5.245 7.791 -1.249
H 5.910 8.271 -5.206
H 4.551 7.961 -4.113
H 5.689 9.281 -3.769
H 6.882 6.500 -1.647
H 5.720 8.354 -0.445
H 4.602 7.033 -0.800
H 4.636 8.470 -1.837
C -5.310 2.806 -3.437
C -3.876 3.017 -3.014
O -3.589 3.630 -1.995
N -2.905 2.502 -3.808
C -3.058 1.755 -5.042
H -5.955 3.276 -2.701
H -5.499 3.259 -4.410
H -5.548 1.743 -3.486
H -1.972 2.679 -3.471
H -2.609 0.765 -4.943
H -2.562 2.275 -5.863
H -4.107 1.638 -5.290
C -5.642 -0.048 5.374
C -6.227 0.800 4.268
O -7.313 0.561 3.772
N -5.482 1.857 3.835
C -4.179 2.289 4.300
H -6.337 -0.846 5.612
H -4.696 -0.487 5.054
H -5.474 0.549 6.272
H -5.924 2.383 3.099
H -4.232 3.308 4.685
H -3.456 2.270 3.481
H -3.821 1.639 5.091
C -5.141 -0.526 -6.190
C -5.461 -1.989 -5.983
O -4.711 -2.733 -5.367
N -6.621 -2.453 -6.509
C -7.625 -1.724 -7.262
H -4.188 -0.317 -5.712
H -5.062 -0.292 -7.252
H -5.907 0.108 -5.742
H -6.776 -3.435 -6.340
H -8.586 -1.768 -6.749
H -7.744 -2.163 -8.253
H -7.338 -0.684 -7.374
*
```

Values from the calculation:
Gap between HOMO and LUMO   6.1 eV
Electronic energy   -2925.93801 a.u.
HOMO   -10.6 eV
Lowest unoccupied orbital energy   -0.1687 hartree

---

Entry 3:
ORCA calculation (ωB97M-V/def2-TZVPD) on C34H78FN4NiO12 as an isolated structure.

The geometry in ORCA input format:
```
! RIJCOSX wB97M-V def2-TZVPD def2/J DEFGRID3
* xyz -1 3
Ni -0.031 -1.527 1.084
F 0.116 0.126 -0.055
C 0.444 -0.556 5.003
C 1.572 -0.706 5.922
C 2.935 -1.263 5.325
O 3.813 -1.395 6.098
C 2.917 -1.533 3.937
C 1.767 -1.279 3.126
C 0.469 -0.805 3.644
O -0.476 -0.572 2.803
O 1.841 -1.290 1.805
O 1.519 -0.575 7.074
H -0.544 -0.310 5.431
H 3.839 -1.673 3.372
C -6.350 0.485 2.527
C -4.827 0.631 2.771
C -4.318 -0.383 3.806
O -4.224 0.419 1.511
H -6.965 0.299 3.424
H -6.536 -0.345 1.830
H -6.634 1.381 1.949
H -4.589 1.630 3.097
H -4.636 -1.413 3.587
H -4.601 -0.245 4.843
H -3.237 -0.289 3.782
H -3.305 0.828 1.545
C -4.208 -2.063 -3.789
C -2.823 -2.685 -3.558
C -1.843 -2.215 -4.676
O -2.337 -2.376 -2.261
H -4.204 -0.969 -3.682
H -4.812 -2.502 -3.011
H -4.527 -2.344 -4.782
H -2.880 -3.778 -3.601
H -0.941 -2.792 -4.590
H -1.613 -1.168 -4.518
H -2.270 -2.399 -5.666
H -2.034 -1.436 -2.299
C -0.689 2.466 -2.033
C -1.818 1.455 -2.027
C -2.691 1.679 -3.255
O -1.288 0.116 -2.086
H -0.118 2.369 -2.961
H -0.011 2.380 -1.188
H -1.152 3.462 -1.872
H -2.402 1.530 -1.131
H -3.480 0.936 -3.318
H -2.024 1.659 -4.152
H -3.149 2.686 -3.132
H -0.703 0.075 -1.243
C 2.183 4.173 -5.450
C 2.832 3.657 -4.168
C 2.448 4.640 -3.111
O 2.363 2.339 -3.858
H 2.459 3.594 -6.358
H 2.520 5.212 -5.559
H 1.103 4.028 -5.351
H 3.940 3.715 -4.209
H 2.762 4.442 -2.070
H 1.354 4.735 -3.118
H 2.843 5.623 -3.399
H 2.577 2.195 -2.912
C -2.690 3.922 1.971
C -1.645 3.018 1.370
C -0.200 3.361 1.646
O 0.012 3.493 3.030
C 1.207 2.882 3.551
N -1.899 1.656 1.765
H -2.517 4.938 1.604
H -2.456 3.989 3.038
H -3.670 3.518 1.788
H -1.793 2.956 0.279
H 0.055 4.291 1.107
H 0.458 2.618 1.165
H 2.065 3.480 3.294
H 1.281 1.832 3.141
H 1.029 2.859 4.634
H -1.774 1.535 2.776
H -1.197 1.009 1.359
C -3.988 -3.262 1.360
C -2.502 -2.883 1.570
C -1.521 -4.010 1.575
O -0.330 -3.496 2.085
C 0.597 -4.395 2.661
N -2.044 -1.855 0.599
H -4.553 -2.319 1.359
H -4.456 -3.804 2.179
H -4.069 -3.831 0.451
H -2.449 -2.505 2.585
H -1.414 -4.421 0.590
H -1.826 -4.839 2.210
H 1.497 -3.925 3.017
H 0.904 -5.180 1.964
H 0.143 -4.805 3.559
H -2.201 -2.134 -0.371
H -2.536 -0.953 0.768
C 3.791 2.672 0.638
C 3.924 1.601 -0.466
C 4.420 0.357 0.169
O 5.706 0.619 0.717
C 6.297 -0.537 1.200
N 2.621 1.415 -1.164
H 3.446 3.625 0.273
H 4.741 2.886 1.099
H 3.088 2.334 1.373
H 4.669 1.948 -1.214
H 4.516 -0.416 -0.593
H 3.755 -0.068 0.925
H 5.758 -0.981 2.055
H 7.318 -0.394 1.520
H 6.402 -1.293 0.421
H 2.610 0.518 -1.656
H 1.932 1.261 -0.407
C 2.946 -3.518 -0.356
C 2.080 -2.453 -1.098
C 2.281 -2.343 -2.554
O 1.467 -1.214 -2.965
C 1.721 -1.026 -4.352
N 0.633 -2.610 -0.691
H 3.961 -3.193 -0.331
H 2.920 -4.505 -0.851
H 2.543 -3.607 0.648
H 2.318 -1.473 -0.683
H 1.902 -3.210 -3.114
H 3.348 -2.181 -2.740
H 1.631 -0.004 -4.602
H 1.099 -1.684 -4.965
H 2.705 -1.441 -4.579
H 0.453 -3.619 -0.659
H 0.154 -2.289 -1.526
*
```

Values from the calculation:
Gap between HOMO and LUMO (alpha / beta)   6.7 / 6.8 eV
Electronic energy   -4072.44952 a.u.
HOMO (alpha / beta)   -4.6 / -4.6 eV
Lowest unoccupied orbital energy (alpha / beta)   0.0803 / 0.0801 hartree

---

Which value of electronic energy does entry 2 give?
-2925.93801 a.u.